(1)
{"formula": "C38H53BrF2N2O10S", "method": "ωB97M-V/def2-TZVPD", "spin_multiplicity": 1, "smiles": "COCCCCCCCCC[C@]1(CC(=O)Br)OS(=O)(=O)[C@@H](C(=O)NC(=O)F)[C@](N=C(C)C)([C@H](C)F)[C@@]1(O)CCOC=O.c1ccccc1.c1ccccc1", "elements": ["C", "O", "C", "C", "C", "C", "C", "C", "C", "C", "C", "C", "C", "C", "O", "Br", "O", "S", "O", "O", "C", "C", "O", "N", "C", "O", "F", "C", "N", "C", "C", "C", "C", "C", "F", "C", "O", "C", "C", "O", "C", "O", "H", "H", "H", "H", "H", "H", "H", "H", "H", "H", "H", "H", "H", "H", "H", "H", "H", "H", "H", "H", "H", "H", "H", "H", "H", "H", "H", "H", "H", "H", "H", "H", "H", "H", "H", "H", "H", "H", "H", "H", "H", "C", "C", "C", "C", "C", "C", "H", "H", "H", "H", "H", "H", "C", "C", "C", "C", "C", "C", "H", "H", "H", "H", "H", "H"], "coordinates": [[7.307440, -1.800416, 0.870727], [7.266751, -1.768461, -0.545376], [6.059980, -1.222060, -1.057140], [6.269669, 0.189317, -1.629322], [5.744644, 0.340099, -3.057950], [4.236085, 0.127013, -3.156802], [3.760072, -0.089773, -4.604546], [2.296813, 0.349174, -4.831207], [1.348482, -0.843423, -5.028487], [1.231476, -1.772834, -3.797789], [-0.061562, -1.513939, -2.992511], [0.022774, -1.761323, -1.472610], [0.860533, -3.035351, -1.222315], [0.385170, -4.262680, -1.951845], [-0.702821, -4.705148, -2.026973], [1.875200, -5.282043, -2.788634], [-1.345804, -2.148860, -1.087613], [-1.878212, -1.902123, 0.366724], [-3.296881, -2.059206, 0.307880], [-1.179953, -2.678313, 1.342055], [-1.579843, -0.144835, 0.605253], [-1.339471, 0.184078, 2.074127], [-0.424922, -0.217935, 2.742964], [-2.351720, 1.010442, 2.621444], [-2.032523, 1.503916, 3.900024], [-1.716107, 2.612910, 4.161566], [-2.190367, 0.575399, 4.816600], [-0.492026, 0.539645, -0.322258], [-0.030970, 1.673165, 0.479181], [0.870381, 2.525735, 0.185441], [1.337171, 3.403460, 1.317755], [1.493365, 2.884163, -1.140702], [-1.292718, 1.081595, -1.540846], [-2.105722, 2.338235, -1.258848], [-2.196246, 0.146962, -2.035729], [0.595416, -0.535743, -0.655691], [1.598441, 0.041738, -1.487548], [1.409108, -0.995306, 0.563073], [2.240710, 0.050259, 1.283337], [3.294395, -0.670505, 1.972577], [3.514059, -0.232450, 3.229247], [4.613018, -0.014183, 3.651809], [6.471160, -2.377057, 1.272998], [8.232568, -2.297748, 1.153137], [7.306927, -0.788008, 1.282414], [5.697121, -1.905127, -1.828834], [5.312712, -1.177804, -0.259557], [5.804735, 0.932950, -0.977890], [7.340811, 0.393257, -1.623065], [6.286414, -0.343362, -3.716225], [5.974290, 1.354095, -3.397108], [3.741886, 1.015603, -2.758578], [3.954421, -0.718688, -2.528832], [3.901286, -1.133222, -4.886212], [4.400790, 0.522982, -5.240784], [2.245316, 0.939352, -5.746409], [1.960134, 0.951974, -3.986029], [1.765726, -1.449597, -5.836013], [0.365786, -0.528869, -5.386777], [1.181246, -2.782595, -4.198311], [2.119271, -1.650011, -3.188875], [-0.428238, -0.525371, -3.246588], [-0.826434, -2.204852, -3.347846], [0.792260, -3.294980, -0.162446], [1.915723, -2.880744, -1.418102], [-2.536666, 0.299207, 0.344977], [-2.487566, 1.810360, 2.006916], [1.258538, 4.451082, 1.027572], [2.373335, 3.159841, 1.556387], [0.709496, 3.251139, 2.193066], [0.828547, 2.769659, -1.993499], [1.814878, 3.923611, -1.115953], [2.401679, 2.301979, -1.300499], [-0.632561, 1.342155, -2.373875], [-2.808473, 2.460947, -2.080045], [-1.487271, 3.224094, -1.153458], [-2.698747, 2.245212, -0.347724], [1.187755, 0.579866, -2.171766], [0.806858, -1.512374, 1.305056], [2.162338, -1.706181, 0.230956], [1.678578, 0.620787, 2.017886], [2.744904, 0.729114, 0.597443], [2.628915, -0.142209, 3.874814], [-5.723359, 0.514032, -1.943727], [-6.973583, 0.846276, -2.447386], [-7.689620, -0.082275, -3.189580], [-7.153507, -1.340172, -3.428864], [-5.900215, -1.668200, -2.929873], [-5.183640, -0.741519, -2.185956], [-5.168272, 1.237399, -1.357791], [-7.391216, 1.827588, -2.260431], [-8.665981, 0.173821, -3.580334], [-7.713612, -2.065581, -4.004885], [-5.480453, -2.647687, -3.119004], [-4.214085, -1.001972, -1.792566], [-3.913351, 0.965512, 7.676713], [-4.058640, 0.059484, 8.718152], [-5.114546, 0.188783, 9.609517], [-6.024364, 1.226505, 9.461830], [-5.875846, 2.136692, 8.424771], [-4.821168, 2.005463, 7.532121], [-3.093988, 0.863245, 6.981144], [-3.348216, -0.748784, 8.834368], [-5.228863, -0.519631, 10.419847], [-6.849137, 1.326151, 10.155664], [-6.582594, 2.948826, 8.312296], [-4.705474, 2.715190, 6.722613]], "forces_ev_per_angstrom": [[0.181, -0.004, -0.252], [-0.145, -0.132, 0.053], [0.188, 0.249, 0.221], [0.049, -0.158, -0.208], [-0.008, 0.245, 0.325], [0.343, -0.146, -0.409], [-0.158, 0.639, 0.580], [-0.155, -0.834, -0.413], [0.392, -0.311, 0.098], [-0.605, 0.296, -0.561], [0.262, -0.111, -0.055], [0.005, -0.849, -0.148], [0.216, 0.143, 0.414], [-0.154, -0.380, -0.217], [0.146, 0.225, -0.019], [-0.025, 0.079, 0.128], [0.184, 0.702, 0.224], [-1.171, -0.532, 0.542], [0.292, 0.121, -0.293], [0.535, 0.166, -0.360], [0.255, 0.635, -0.154], [0.191, -0.487, 0.494], [-0.408, -0.004, -0.146], [0.662, 0.367, -0.332], [-0.062, 0.306, -0.050], [-0.099, 0.106, 0.008], [0.075, -0.375, 0.175], [-1.215, -0.394, 0.129], [0.928, -0.569, 0.012], [-0.535, 0.389, 0.044], [-0.582, 0.034, -0.054], [0.390, -0.033, 0.012], [0.014, 0.765, -0.315], [-0.140, -0.192, 0.286], [0.185, -0.027, 0.228], [0.745, 0.420, -0.369], [-0.136, 0.040, 0.196], [0.086, 0.043, 0.422], [0.140, -0.229, 0.258], [-0.149, 0.366, -0.127], [0.812, 0.018, 0.492], [-0.278, -0.237, -0.185], [-0.087, 0.089, 0.082], [0.052, 0.025, -0.003], [-0.102, -0.007, 0.146], [0.027, -0.014, -0.081], [-0.107, -0.180, -0.019], [-0.051, 0.062, -0.005], [0.042, -0.035, 0.052], [-0.057, -0.121, -0.007], [0.040, -0.032, -0.182], [-0.042, -0.021, 0.164], [-0.184, 0.042, 0.052], [0.034, -0.033, -0.113], [0.063, -0.103, -0.123], [-0.085, 0.287, 0.153], [-0.014, 0.309, -0.087], [0.009, 0.104, -0.120], [-0.076, 0.078, 0.140], [0.249, -0.181, 0.314], [0.101, -0.192, 0.049], [-0.086, 0.094, 0.224], [-0.108, 0.072, -0.013], [-0.144, -0.117, -0.019], [-0.033, 0.096, -0.215], [-0.143, -0.221, -0.066], [-0.263, -0.091, -0.011], [0.248, 0.058, 0.025], [0.094, 0.124, -0.016], [0.102, -0.134, 0.072], [-0.026, -0.157, 0.001], [-0.111, 0.078, 0.030], [-0.044, -0.075, -0.062], [0.123, -0.250, 0.001], [0.066, 0.104, -0.094], [0.054, 0.029, -0.101], [-0.016, -0.020, 0.024], [0.001, -0.162, -0.157], [-0.115, 0.009, -0.086], [-0.067, 0.015, -0.255], [-0.150, 0.014, -0.040], [-0.034, 0.031, -0.079], [-0.303, 0.102, -0.296], [0.007, -0.007, -0.034], [0.004, 0.023, 0.016], [-0.006, -0.006, -0.007], [0.012, 0.004, -0.008], [-0.037, 0.017, -0.025], [-0.048, -0.003, -0.033], [0.000, 0.005, 0.003], [-0.009, -0.002, 0.009], [-0.005, 0.001, 0.000], [-0.002, -0.001, -0.005], [-0.001, -0.011, 0.022], [-0.003, -0.054, 0.045], [-0.029, 0.015, 0.058], [-0.012, -0.007, 0.001], [0.000, -0.001, 0.001], [0.002, 0.002, 0.006], [-0.009, 0.005, -0.009], [-0.002, -0.005, -0.006], [0.033, 0.002, 0.011], [0.000, -0.007, -0.005], [0.000, -0.003, 0.003], [0.000, 0.004, 0.006], [-0.007, 0.000, -0.003], [0.005, 0.008, 0.001]]}

***

(2)
{"formula": "C16H23ClN6O2", "method": "ωB97M-V/def2-TZVPD", "spin_multiplicity": 1, "e_above_lowest_kcal_mol": 0.0, "smiles": "CC[C@H](C)[C@H](NC(C)=O)C(=O)NC.Clc1ccccc1-c1nnn[nH]1", "elements": ["C", "C", "C", "C", "C", "N", "C", "C", "O", "C", "O", "N", "C", "H", "H", "H", "H", "H", "H", "H", "H", "H", "H", "H", "H", "H", "H", "H", "H", "H", "H", "Cl", "C", "C", "C", "C", "C", "C", "C", "N", "N", "N", "N", "H", "H", "H", "H", "H"], "coordinates": [[0.670333, -1.645443, 2.023391], [0.434069, -0.408941, 1.145671], [1.715703, 0.380449, 0.776973], [2.385930, 0.933428, 2.051182], [1.405352, 1.531946, -0.218467], [0.705464, 1.041059, -1.425481], [1.161923, 0.229967, -2.379468], [0.194979, -0.086799, -3.496047], [2.281676, -0.266018, -2.381170], [2.624225, 2.435004, -0.495936], [2.700558, 3.526465, 0.063959], [3.563078, 2.013384, -1.349223], [4.780436, 2.755893, -1.668654], [1.427038, -2.285495, 1.567880], [0.989197, -1.353188, 3.023554], [-0.261296, -2.205293, 2.111885], [-0.046528, -0.764006, 0.234410], [-0.262758, 0.255067, 1.658861], [2.416336, -0.308534, 0.302723], [2.634692, 0.125011, 2.736620], [3.319360, 1.439956, 1.806084], [1.719865, 1.639656, 2.549592], [0.694541, 2.182058, 0.293543], [-0.246208, 1.365670, -1.533044], [0.678154, -0.758735, -4.203814], [-0.088893, 0.835681, -4.000107], [-0.690080, -0.563968, -3.080645], [3.409401, 1.113608, -1.794345], [4.518729, 3.692216, -2.164969], [5.320046, 2.987113, -0.747806], [5.421332, 2.164162, -2.323112], [-3.169420, 0.619315, 2.817093], [-3.242916, -0.946008, 2.038153], [-3.385153, -2.071065, 2.857983], [-3.473858, -3.351871, 2.308418], [-3.424889, -3.513666, 0.923353], [-3.284508, -2.397469, 0.093814], [-3.188264, -1.100868, 0.635779], [-3.020836, 0.045771, -0.270899], [-2.357693, 1.148770, -0.074104], [-2.467989, 1.899297, -1.214520], [-3.164783, 1.299594, -2.110972], [-3.520390, 0.133212, -1.540726], [-3.426539, -1.938434, 3.935049], [-3.578980, -4.217002, 2.957564], [-3.488433, -4.509074, 0.491906], [-3.228383, -2.556721, -0.979295], [-4.153618, -0.545152, -1.952638]], "forces_ev_per_angstrom": [[0.050, 0.503, -0.210], [0.407, -0.082, -0.070], [-0.038, -0.139, 0.461], [-0.053, -0.095, -0.546], [-0.057, -0.736, 0.098], [-0.366, 0.880, 0.536], [0.252, -0.632, -0.366], [0.055, 0.088, 0.051], [0.454, -0.066, 0.112], [-0.110, 1.082, 0.212], [-0.081, -0.385, 0.045], [0.398, -0.950, -0.562], [-0.554, 0.151, 0.393], [0.026, -0.102, 0.113], [0.061, -0.159, 0.028], [0.016, -0.095, 0.050], [-0.103, 0.166, -0.158], [-0.121, 0.151, -0.095], [0.025, -0.069, -0.138], [-0.080, -0.019, 0.030], [-0.045, 0.126, 0.055], [0.058, 0.042, 0.068], [0.011, 0.106, -0.195], [0.182, 0.116, 0.042], [-0.039, 0.079, 0.120], [-0.171, -0.017, -0.059], [-0.195, 0.004, -0.081], [0.017, 0.018, 0.085], [0.140, 0.021, 0.039], [0.013, 0.071, -0.108], [-0.211, -0.045, 0.082], [-0.038, -0.579, -0.302], [-0.031, -0.286, -0.061], [0.021, -0.033, -0.219], [0.062, 0.461, -0.289], [0.016, 0.317, 0.004], [-0.030, -0.095, 0.650], [-0.033, -0.193, 0.192], [-0.274, 0.416, -1.093], [0.350, 0.805, -0.139], [0.104, -0.321, 0.169], [-0.008, -0.646, 0.951], [-0.394, -0.963, 0.542], [0.013, 0.048, -0.186], [0.022, 0.180, -0.087], [0.017, 0.202, 0.025], [0.050, 0.151, 0.101], [0.213, 0.522, -0.288]]}

***

Results for frontier orbital gap: 9.22, 8.71 (in eV, following the order of the records).
Results for strongest force on any atom: 0.0271, 0.0234 (in hartree/bohr, following the order of the records).
Results for HOMO level: -9.282, -8.944 (in eV, following the order of the records).